# 1
Computed, not measured: C5H5N in the gas phase, with ωB97M-V/def2-TZVPD.

ORCA input file:
```
! RIJCOSX wB97M-V def2-TZVPD def2/J DEFGRID3
* xyz 0 1
C -2.068 0.149 -0.605
C -0.853 -0.650 -0.499
C 0.268 -0.863 -0.111
C 1.339 -0.330 0.743
C 2.483 0.231 0.017
N 3.355 0.759 -0.528
H -2.290 0.481 -1.619
H -1.811 1.037 -0.011
H -2.938 -0.324 -0.149
H 0.847 0.522 1.234
H 1.667 -1.011 1.530
*
```

Values from the calculation:
F_max in eV Å⁻¹: 1.12
LUMO in eV: 0.7
Kohn-Sham gap in eV: 10.696
SMILES: CC#CCC#N
E in eV: -6753.1330
Energy relative to the best compared isomer or geometry (same formula, charge and spin) in kJ/mol: 267.7

***

# 2
Computed, not measured: C5H5N in the gas phase, with ωB97M-V/def2-TZVPD.

ORCA input file:
```
! RIJCOSX wB97M-V def2-TZVPD def2/J DEFGRID3
* xyz 0 3
C 1.238 -0.614 -0.086
C -2.365 -1.033 0.042
C -1.211 -0.653 -0.099
C 2.381 -1.047 0.125
C 0.010 1.402 -0.009
N 0.039 -0.051 0.015
H -3.202 -1.616 0.250
H 3.296 -1.420 -0.244
H -0.278 1.652 1.029
H -0.792 1.657 -0.554
H 0.885 1.723 -0.468
*
```

Values from the calculation:
F_max in eV Å⁻¹: 6.02
LUMO (alpha / beta) in eV: 0.9 / -2.0
<S²>: 2.01
Kohn-Sham gap (alpha / beta) in eV: 5.167 / 7.963
E in eV: -6746.2136
Energy relative to the best compared isomer or geometry (same formula, charge and spin) in kJ/mol: 426.0

***

# 3
Computed, not measured: 2 unconnected molecules or ions with the total composition C5H5N, with ωB97M-V/def2-TZVPD.

ORCA input file:
```
! RIJCOSX wB97M-V def2-TZVPD def2/J DEFGRID3
* xyz 0 3
C -0.174 0.087 -0.870
C -0.585 -0.669 0.158
C 2.290 0.471 0.109
C -1.969 -0.074 0.288
C -1.084 0.883 -0.238
N 2.894 -0.518 0.077
H 0.904 0.323 -1.353
H -2.613 -0.580 -0.354
H -2.450 -0.103 1.330
H -0.674 1.571 0.424
H 3.462 -1.390 0.429
*
```

Values from the calculation:
F_max in eV Å⁻¹: 11.08
LUMO (alpha / beta) in eV: 1.0 / -1.5
<S²>: 2.01
Kohn-Sham gap (alpha / beta) in eV: 6.240 / 8.419
E in eV: -6745.8520
Energy relative to the best compared isomer or geometry (same formula, charge and spin) in kJ/mol: 460.9

***

# 4
Computed, not measured: a gas-phase ion, C5H5N2 (charge +1), with ωB97M-V/def2-TZVPD.

ORCA input file:
```
! RIJCOSX wB97M-V def2-TZVPD def2/J DEFGRID3
* xyz 1 1
C -0.603 -1.176 -2.115
C -0.049 0.011 -0.191
C -0.077 0.065 -1.646
C 0.381 -1.232 -0.925
C -0.060 1.083 2.119
N -0.867 -2.286 -2.446
N -0.162 0.763 0.792
H 0.303 0.875 -2.309
H 1.351 -1.789 -0.887
H 0.946 1.170 2.444
H -0.583 0.428 2.935
H -0.582 2.086 2.229
*
```

Values from the calculation:
F_max in eV Å⁻¹: 5.51
LUMO (alpha / beta) in eV: -7.7 / -7.7
Kohn-Sham gap (alpha / beta) in eV: 6.332 / 6.331
E in eV: -8230.9919
Energy relative to the best compared isomer or geometry (same formula, charge and spin) in kJ/mol: 526.3

***

# 5
Computed, not measured: C5H5N2P in the gas phase, with ωB97M-V/def2-TZVPD.

ORCA input file:
```
! RIJCOSX wB97M-V def2-TZVPD def2/J DEFGRID3
* xyz 0 1
C -1.104 1.972 -0.544
P -1.261 2.447 1.047
C -1.201 0.746 0.338
C -0.138 -0.284 0.338
C 0.153 -1.430 1.058
N 1.236 -2.064 0.501
C 1.602 -1.282 -0.480
N 0.793 -0.216 -0.647
H -1.231 2.481 -1.536
H -2.105 0.156 0.325
H -0.027 -1.745 2.105
H 2.414 -1.344 -1.235
H 0.870 0.563 -1.271
*
```

Values from the calculation:
F_max in eV Å⁻¹: 2.38
LUMO in eV: -0.4
Kohn-Sham gap in eV: 7.873
SMILES: C1=P[C@@H]1c1cnc[nH]1
E in eV: -17532.1165
Energy relative to the best compared isomer or geometry (same formula, charge and spin) in kJ/mol: 128.3

***

# 6
Computed, not measured: C5H5N3 in the gas phase, with ωB97M-V/def2-TZVPD.

ORCA input file:
```
! RIJCOSX wB97M-V def2-TZVPD def2/J DEFGRID3
* xyz 0 1
C 1.695 0.407 -0.156
N 1.685 0.354 -1.373
C 0.176 0.072 -1.687
C -0.470 0.171 -0.337
C -1.578 -0.163 0.482
C -0.952 -0.450 1.835
N 0.436 0.073 1.851
N 0.456 0.473 0.513
H 2.693 0.281 0.484
H -0.034 -0.878 -2.254
H -0.113 0.883 -2.296
H -2.609 -0.746 0.148
H -1.385 -0.478 2.790
*
```

Values from the calculation:
F_max in eV Å⁻¹: 6.59
LUMO in eV: 0.7
Kohn-Sham gap in eV: 10.105
SMILES: C1=NCc2ccnn21
E in eV: -9732.5799
Energy relative to the best compared isomer or geometry (same formula, charge and spin) in kJ/mol: 280.7

***

# 7
Computed, not measured: a molecular structure, C5H5N3, with ωB97M-V/def2-TZVPD.

ORCA input file:
```
! RIJCOSX wB97M-V def2-TZVPD def2/J DEFGRID3
* xyz 0 1
C 1.585 -0.494 -1.004
C 0.743 0.355 0.084
C -0.800 1.646 0.491
C -1.542 0.506 0.715
C -0.616 -0.323 0.156
H -0.729 -2.551 -0.797
H 2.781 -0.744 -1.060
H 1.237 -0.095 1.160
H -1.063 2.723 0.864
H -2.565 0.359 1.080
N -0.361 -1.436 -0.678
N 0.971 -1.586 -1.117
N 0.360 1.641 0.105
*
```

Values from the calculation:
F_max in eV Å⁻¹: 9.35
LUMO in eV: 0.4
Kohn-Sham gap in eV: 8.797
E in eV: -9730.4816
Energy relative to the best compared isomer or geometry (same formula, charge and spin) in kJ/mol: 483.1

***

# 8
Computed, not measured: 2 unconnected molecules or ions with the total composition C5H5N3, with ωB97M-V/def2-TZVPD.

ORCA input file:
```
! RIJCOSX wB97M-V def2-TZVPD def2/J DEFGRID3
* xyz 0 1
C -1.518 1.083 0.035
C 0.035 0.832 0.073
C 1.422 1.142 -0.143
C 1.278 -1.110 0.030
C -0.032 -0.621 0.087
H -1.686 -2.006 1.021
H -1.983 2.087 0.235
H 2.084 2.050 0.027
H 3.093 -0.214 -0.044
H 1.460 -2.229 -0.162
N -1.317 -1.022 -0.290
N -2.172 -0.011 -0.006
N 2.050 -0.059 0.072
*
```

Values from the calculation:
F_max in eV Å⁻¹: 6.83
LUMO in eV: -0.5
Kohn-Sham gap in eV: 7.573
E in eV: -9730.4747
Energy relative to the best compared isomer or geometry (same formula, charge and spin) in kJ/mol: 483.8

***

# 9
Computed, not measured: C5H5N3O in the gas phase, with ωB97M-V/def2-TZVPD.

ORCA input file:
```
! RIJCOSX wB97M-V def2-TZVPD def2/J DEFGRID3
* xyz 0 1
C 0.723 -0.775 -2.240
C 0.047 -0.539 -0.983
N 0.459 0.308 -0.091
C -0.492 0.116 0.920
N -0.563 0.788 2.028
C 0.462 1.739 2.301
O 0.400 2.439 3.257
C -1.472 -0.860 0.547
N -1.160 -1.335 -0.611
H 1.068 -1.824 -2.325
H 0.110 -0.554 -3.115
H 1.615 -0.143 -2.209
H 1.230 1.773 1.529
H -2.427 -1.136 0.991
*
```

Values from the calculation:
F_max in eV Å⁻¹: 4.70
LUMO in eV: -1.9
Kohn-Sham gap in eV: 8.306
SMILES: CC1=N/C(=N\C=O)C=N1
E in eV: -11782.2328
Energy relative to the best compared isomer or geometry (same formula, charge and spin) in kJ/mol: 143.5

***

# 10
Computed, not measured: C5H5N3O2 in the gas phase, with ωB97M-V/def2-TZVPD.

ORCA input file:
```
! RIJCOSX wB97M-V def2-TZVPD def2/J DEFGRID3
* xyz 0 1
N -2.749 -0.485 -0.586
C -2.123 0.201 0.390
O -2.811 1.034 0.995
C -0.645 0.340 0.287
C 0.300 -0.650 0.253
N 1.510 0.001 0.118
C 2.768 -0.600 -0.016
O 3.784 0.035 -0.079
C 1.234 1.351 0.050
N -0.044 1.571 0.079
H -2.545 -1.472 -0.671
H -3.647 0.019 -0.858
H 0.238 -1.735 0.246
H 2.709 -1.699 -0.120
H 2.023 2.087 -0.088
*
```

Values from the calculation:
F_max in eV Å⁻¹: 4.23
LUMO in eV: 0.2
Kohn-Sham gap in eV: 9.700
SMILES: NC(=O)c1cn(C=O)cn1
E in eV: -13830.6852
Energy relative to the best compared isomer or geometry (same formula, charge and spin) in kJ/mol: 14.9